w:
{"formula": "C20H23N3O4", "method": "ωB97M-V with the def2-TZVPD basis set", "total_charge": 0, "smiles": "CCOc1ccc(NC(=O)N[C@H]2CC(=O)N(c3ccc(OC)cc3)C2)cc1", "lumo_energy_ev": 0.56, "symbols": ["C", "C", "O", "C", "C", "C", "C", "C", "C", "H", "H", "N", "C", "O", "N", "H", "C", "C", "C", "O", "N", "C", "C", "C", "C", "C", "C", "H", "H", "O", "C", "H", "H", "H", "H", "H", "C", "H", "H", "H", "H", "H", "H", "H", "H", "H", "H", "H", "H", "H"], "coordinates": [[-8.176, -0.595, -0.916], [-7.393, -1.848, -0.535], [-6.618, -1.674, 0.633], [-5.448, -0.976, 0.571], [-4.857, -0.470, -0.581], [-3.647, 0.199, -0.519], [-3.001, 0.379, 0.697], [-3.594, -0.125, 1.854], [-4.797, -0.790, 1.792], [-5.258, -1.184, 2.684], [-3.105, 0.007, 2.810], [-1.766, 1.027, 0.820], [-1.020, 1.631, -0.158], [-1.332, 1.727, -1.325], [0.150, 2.171, 0.330], [0.507, 1.849, 1.217], [1.143, 2.671, -0.596], [2.175, 3.505, 0.150], [3.224, 2.484, 0.580], [4.024, 2.629, 1.474], [3.074, 1.385, -0.209], [3.893, 0.239, -0.161], [5.233, 0.346, 0.188], [6.044, -0.774, 0.252], [5.528, -2.030, -0.045], [4.183, -2.137, -0.400], [3.376, -1.022, -0.454], [2.338, -1.148, -0.719], [3.788, -3.115, -0.626], [6.232, -3.195, -0.020], [7.591, -3.150, 0.340], [8.174, -2.544, -0.361], [7.726, -2.762, 1.355], [7.941, -4.181, 0.300], [7.077, -0.647, 0.530], [5.647, 1.311, 0.427], [2.002, 1.535, -1.177], [1.417, 0.624, -1.292], [2.412, 1.810, -2.156], [1.766, 4.038, 1.006], [2.651, 4.230, -0.511], [0.603, 3.206, -1.379], [-1.416, 1.078, 1.766], [-3.201, 0.588, -1.418], [-5.320, -0.591, -1.547], [-6.767, -2.187, -1.369], [-8.088, -2.654, -0.279], [-8.819, -0.298, -0.091], [-8.792, -0.799, -1.788], [-7.504, 0.229, -1.142]]}

x:
{"formula": "C20H23N3O4", "method": "ωB97M-V with the def2-TZVPD basis set", "total_charge": 0, "lumo_energy_ev": -0.66, "symbols": ["O", "C", "N", "H", "C", "H", "H", "C", "C", "C", "C", "C", "C", "C", "H", "H", "H", "H", "H", "H", "H", "C", "C", "C", "C", "N", "C", "H", "C", "C", "H", "C", "H", "C", "H", "H", "O", "H", "H", "H", "H", "H", "C", "C", "H", "H", "N", "O", "O", "H"], "coordinates": [[-2.145, -1.966, 0.271], [-1.671, -0.853, 0.471], [-2.517, 0.225, 0.834], [-2.267, 1.021, 1.043], [-4.083, -0.210, 0.672], [-4.354, -1.192, 0.784], [-4.632, 0.201, 1.929], [-4.760, 0.732, -0.486], [-6.273, 0.495, -0.494], [-7.066, 1.338, 0.148], [-8.526, 1.340, 0.168], [-9.065, 0.072, -0.513], [-8.063, -1.127, -1.076], [-6.703, -0.611, -0.918], [-6.053, -1.434, -1.515], [-8.535, -1.888, -1.276], [-9.988, -0.377, -0.366], [-9.182, 1.809, 0.662], [-6.621, 2.405, 0.529], [-4.306, 0.393, -1.166], [-4.578, 1.775, -0.362], [-0.499, -0.376, 0.617], [0.084, 0.928, 0.366], [1.396, 1.144, 0.450], [2.416, 0.221, 0.148], [3.820, 0.303, 0.370], [4.771, -0.913, 0.445], [4.760, -1.210, -0.473], [6.050, -0.064, 0.630], [7.323, -1.063, 0.477], [8.186, -0.504, 0.840], [7.467, -1.121, -1.233], [6.852, -1.784, -1.533], [7.116, 0.196, -1.574], [7.997, 0.892, -1.610], [6.669, 0.550, -2.481], [6.303, 0.877, -0.735], [8.516, -1.341, -1.111], [7.035, -1.943, 0.869], [6.052, 0.691, 1.537], [4.709, -1.427, 1.500], [3.910, 1.301, 0.413], [1.806, -1.304, 0.557], [0.512, -1.651, 0.583], [0.083, -2.458, 0.573], [2.752, -2.148, 0.589], [1.904, 2.345, 0.162], [1.062, 3.136, 0.079], [3.037, 2.850, -0.027], [-0.704, 1.724, 0.232]]}

Stability ranking, top entry: w; the second entry is 23.789 eV less favorable.

w:
{"formula": "C16H54N2O11", "method": "ωB97M-V with the def2-TZVPD basis set", "total_charge": 0, "smiles": "NC(N)=O.CCO.CCO.CCO.CCO.CCO.CO.CO.CO.CO.CO", "lumo_energy_ev": -0.17, "symbols": ["C", "C", "O", "H", "H", "H", "H", "H", "H", "C", "C", "O", "H", "H", "H", "H", "H", "H", "C", "C", "O", "H", "H", "H", "H", "H", "H", "C", "C", "O", "H", "H", "H", "H", "H", "H", "C", "C", "O", "H", "H", "H", "H", "H", "H", "C", "O", "N", "N", "H", "H", "H", "H", "C", "O", "H", "H", "H", "H", "C", "O", "H", "H", "H", "H", "C", "O", "H", "H", "H", "H", "C", "O", "H", "H", "H", "H", "C", "O", "H", "H", "H", "H"], "coordinates": [[-3.863, 0.071, 2.171], [-3.237, -0.388, 3.464], [-3.768, 0.354, 4.544], [-3.818, 1.127, 2.171], [-4.859, -0.275, 1.985], [-3.314, -0.275, 1.300], [-2.201, -0.128, 3.431], [-3.335, -1.464, 3.539], [-3.311, 0.183, 5.430], [-0.821, 3.579, -4.108], [-0.153, 3.902, -2.730], [-0.887, 4.972, -2.199], [-1.848, 3.321, -4.029], [-0.256, 2.769, -4.475], [-0.765, 4.387, -4.788], [0.853, 4.238, -2.760], [-0.102, 3.077, -1.958], [-1.542, 4.578, -1.590], [2.100, 1.044, 3.195], [2.709, 0.738, 1.820], [2.927, 1.906, 1.140], [1.968, 0.144, 3.746], [1.147, 1.533, 2.908], [2.631, 1.853, 3.729], [2.156, -0.029, 1.302], [3.779, 0.299, 1.954], [2.157, 2.162, 0.724], [-1.292, -0.324, -0.853], [0.128, -0.685, -1.118], [0.302, -1.993, -1.369], [-1.638, -0.803, 0.066], [-1.884, -0.690, -1.661], [-1.319, 0.809, -0.849], [0.770, -0.361, -0.352], [0.458, -0.135, -1.977], [1.202, -2.348, -1.373], [1.304, -2.396, 2.279], [-0.086, -2.079, 2.296], [-0.577, -2.472, 3.576], [1.823, -1.798, 3.088], [1.656, -2.222, 1.255], [1.527, -3.427, 2.344], [-0.632, -2.402, 1.437], [-0.205, -1.016, 2.342], [-0.153, -1.903, 4.188], [-0.369, 2.840, 1.106], [0.568, 2.422, 0.201], [-0.546, 4.076, 1.391], [-1.098, 2.029, 1.804], [0.061, 4.690, 0.741], [-1.091, 4.594, 2.164], [-1.064, 1.018, 1.669], [-1.695, 2.397, 2.566], [-3.345, 3.642, -0.593], [-2.830, 4.877, -0.193], [-4.343, 3.621, -0.288], [-2.891, 2.742, -0.271], [-3.262, 3.592, -1.701], [-2.775, 4.872, 0.764], [1.660, -4.058, -4.002], [2.403, -2.923, -3.687], [0.669, -3.969, -3.601], [2.087, -5.007, -3.689], [1.653, -4.076, -5.027], [2.887, -3.068, -2.841], [-1.017, -4.821, -0.038], [-1.751, -3.625, -0.466], [-0.294, -4.769, 0.800], [-0.355, -5.190, -0.873], [-1.708, -5.679, 0.310], [-1.125, -2.918, -0.662], [2.781, -4.392, -0.586], [2.865, -2.996, -0.846], [3.603, -4.902, -1.007], [1.857, -4.827, -0.881], [2.783, -4.404, 0.551], [3.415, -2.670, -0.130], [2.909, 1.665, -2.331], [2.297, 1.908, -3.652], [3.136, 2.588, -1.770], [3.879, 1.173, -2.486], [2.274, 1.122, -1.680], [2.050, 1.018, -4.010]]}

x:
{"formula": "C16H54N2O11", "method": "ωB97M-V with the def2-TZVPD basis set", "total_charge": 0, "smiles": "NC(N)=O.CCO.CCO.CCO.CCO.CCO.CO.CO.CO.CO.CO", "lumo_energy_ev": 0.08, "symbols": ["C", "C", "O", "H", "H", "H", "H", "H", "H", "C", "C", "O", "H", "H", "H", "H", "H", "H", "C", "C", "O", "H", "H", "H", "H", "H", "H", "C", "C", "O", "H", "H", "H", "H", "H", "H", "C", "C", "O", "H", "H", "H", "H", "H", "H", "C", "O", "N", "N", "H", "H", "H", "H", "C", "O", "H", "H", "H", "H", "C", "O", "H", "H", "H", "H", "C", "O", "H", "H", "H", "H", "C", "O", "H", "H", "H", "H", "C", "O", "H", "H", "H", "H"], "coordinates": [[-24.902, -19.453, -8.915], [-23.843, -20.510, -8.715], [-22.838, -20.017, -7.827], [-24.495, -18.473, -8.978], [-25.536, -19.458, -8.073], [-25.573, -19.705, -9.780], [-23.353, -20.823, -9.627], [-24.254, -21.474, -8.246], [-22.222, -19.414, -8.320], [-21.908, -17.245, -9.700], [-20.673, -17.879, -9.004], [-20.669, -19.289, -9.068], [-22.750, -17.101, -8.978], [-22.267, -18.001, -10.474], [-21.675, -16.268, -10.129], [-20.416, -17.463, -8.042], [-19.834, -17.663, -9.583], [-20.574, -19.563, -9.976], [-21.460, -15.264, -6.238], [-20.576, -16.111, -5.347], [-20.327, -15.379, -4.136], [-22.503, -15.072, -5.907], [-21.592, -15.699, -7.255], [-21.016, -14.243, -6.395], [-19.634, -16.273, -5.815], [-20.929, -17.085, -5.080], [-19.427, -15.567, -3.890], [-26.026, -19.879, -3.826], [-24.651, -20.032, -3.090], [-24.337, -21.427, -3.017], [-26.857, -20.361, -3.335], [-25.885, -20.230, -4.858], [-26.338, -18.814, -3.972], [-24.610, -19.675, -2.038], [-23.907, -19.495, -3.584], [-23.592, -21.537, -2.434], [-18.197, -21.884, -7.323], [-16.919, -22.331, -8.087], [-16.112, -21.292, -8.499], [-18.022, -21.405, -6.376], [-18.825, -22.711, -7.119], [-18.720, -21.173, -7.977], [-17.304, -22.832, -8.956], [-16.302, -22.979, -7.485], [-15.193, -21.419, -8.300], [-22.748, -22.635, -5.575], [-22.601, -23.578, -4.554], [-22.180, -22.729, -6.745], [-23.452, -21.550, -5.487], [-21.450, -23.433, -6.788], [-22.212, -21.992, -7.380], [-23.931, -21.453, -4.556], [-23.593, -20.877, -6.257], [-24.312, -17.684, -5.925], [-24.728, -16.814, -4.900], [-25.079, -17.918, -6.714], [-23.867, -18.618, -5.613], [-23.583, -17.173, -6.532], [-25.672, -16.714, -5.015], [-17.412, -18.739, -6.935], [-17.442, -17.387, -7.261], [-18.235, -19.189, -7.354], [-17.360, -18.786, -5.808], [-16.510, -19.173, -7.241], [-17.074, -16.872, -6.509], [-20.672, -19.576, -5.584], [-21.389, -19.860, -4.413], [-20.433, -20.462, -6.148], [-19.792, -19.070, -5.243], [-21.239, -18.905, -6.237], [-22.076, -20.483, -4.613], [-18.402, -18.848, -2.700], [-19.565, -18.023, -2.712], [-17.924, -18.692, -1.769], [-17.772, -18.450, -3.545], [-18.621, -19.871, -2.856], [-20.265, -18.248, -3.318], [-19.289, -22.792, -4.436], [-20.294, -22.888, -3.441], [-18.495, -22.133, -4.168], [-19.686, -22.336, -5.315], [-18.827, -23.735, -4.664], [-21.133, -23.080, -3.917]]}

Stability ranking, top entry: x; the second entry is 0.940 eV less favorable.